Entry from the OMol25 dataset: a molecular structure, C17H18BN7O4Ti in a non-equilibrium geometry (the ωB97M-V functional and the def2-TZVPD basis).

As for the total energy: -2217.2171 Eh. The HOMO-LUMO gap (spin up / spin down) is 5.381 / 8.487 eV. The value obtained for the LUMO energy (spin up / spin down) is -0.91 / -0.91 eV.

ORCA input file:
```
! RIJCOSX wB97M-V def2-TZVPD def2/J DEFGRID3
* xyz 0 3
H -0.22574 2.98461 0.19428
N 0.03429 1.68473 -1.47616
B 0.69873 0.77919 -3.78188
N 0.46300 1.92226 -2.78248
C 0.59084 3.23224 -2.98652
Ti -0.41024 -0.15562 -0.94669
H 0.88880 3.55982 -3.97687
C 0.33537 3.89635 -1.78778
H 0.41538 4.95842 -1.63823
C 0.00370 2.91116 -0.85602
H 1.15931 1.14079 -4.84281
C -2.25512 -2.88407 0.87714
H -2.59685 -3.22132 1.86882
H -1.26179 -3.32917 0.69870
H -2.93969 -3.28410 0.11461
N -0.71363 0.20912 -4.00170
N 1.47225 -0.38602 -3.14432
N -1.41850 -0.27663 -2.91201
N 1.22780 -0.88440 -1.86530
C -1.42496 0.09385 -5.12614
C 2.46751 -1.06008 -3.72017
H -0.97951 0.42250 -6.05733
H 2.70983 -0.79063 -4.73988
C -2.64544 -0.48704 -4.80059
C 2.98483 -1.97044 -2.80404
C -2.61605 -0.71177 -3.41422
C 2.20749 -1.83204 -1.64427
H -3.42695 -0.71253 -5.50078
H 3.83167 -2.61152 -2.98673
H -3.38463 -1.16660 -2.80279
H 2.30526 -2.31644 -0.68348
H -2.26653 -1.77430 0.83857
O -1.67470 0.35746 1.67795
C -0.47439 0.09500 1.91267
O 0.34840 -0.20198 0.92846
C -0.02446 0.12565 3.40930
C 1.31979 0.05598 3.83966
C 1.65580 0.06045 5.20765
C 0.66344 0.13761 6.19457
C -0.67695 0.22225 5.79378
C -1.01218 0.23008 4.42797
N 1.01064 0.12739 7.57306
O 2.22215 0.05512 7.88286
O 0.10029 0.19170 8.42986
H 2.12032 0.00134 3.09763
H 2.68267 0.00222 5.56006
H -1.41948 0.28176 6.58709
H -2.07177 0.31770 4.16447
*
```

Atomic charges from the Löwdin analysis, expressed in e, are listed below:
1 H 0.116
2 N -0.073
3 B -0.515
4 N -0.009
5 C -0.065
6 Ti 0.935
7 H 0.128
8 C -0.055
9 H 0.093
10 C -0.073
11 H 0.128
12 C -0.040
13 H 0.028
14 H 0.026
15 H 0.019
16 N -0.036
17 N -0.018
18 N -0.040
19 N -0.063
20 C -0.065
21 C -0.073
22 H 0.126
23 H 0.124
24 C -0.064
25 C -0.057
26 C -0.102
27 C -0.080
28 H 0.089
29 H 0.093
30 H 0.108
31 H 0.113
32 H -0.004
33 O -0.023
34 C -0.539
35 O -0.180
36 C -0.084
37 C -0.001
38 C 0.015
39 C -0.172
40 C 0.017
41 C 0.004
42 N -0.317
43 O 0.055
44 O 0.058
45 H 0.118
46 H 0.116
47 H 0.118
48 H 0.120

---

Entry from the OMol25 dataset: 2 unconnected molecules or ions with the total composition C17H18BrCl2IN3O2S in a non-equilibrium geometry (the ωB97M-V functional and the def2-TZVPD basis).

As for the total energy: -5163.0866 Eh. The HOMO-LUMO gap is 6.478 eV. The value obtained for the LUMO energy is -5.35 eV.

ORCA input file:
```
! RIJCOSX wB97M-V def2-TZVPD def2/J DEFGRID3
* xyz 1 1
C 2.15890 -2.87245 1.86450
C 0.84923 -2.00428 2.02990
Cl -0.19934 -2.43064 3.47029
C 0.42328 -0.97374 1.17039
Cl -1.14728 -0.14517 1.58912
C 1.29135 -0.63437 -0.09245
C 2.07292 0.65656 -0.15650
C 1.92707 1.62135 1.12660
C 2.87249 1.08561 2.31301
C 4.26512 0.48023 1.82582
S 5.35972 1.73805 0.97262
N 2.91035 1.16498 -1.13637
N 2.93306 0.33088 -2.16028
Br 4.02915 0.96356 -3.57872
C 2.32051 -0.89222 -2.35742
C 2.54564 -1.67030 -3.73103
C 1.43029 -1.54386 -1.31362
I 0.45626 -3.45801 -1.43521
H 1.80897 -3.92549 1.56359
H 2.68759 -3.02051 2.87023
H 2.85687 -2.52788 1.04319
H 2.16968 2.70165 0.83182
H 0.87097 1.64019 1.53535
H 2.37993 0.29546 2.96782
H 3.11091 2.00464 2.95851
H 4.15732 -0.47106 1.19067
H 4.86198 0.14246 2.74618
H 5.78650 1.14481 -0.20039
H 2.26893 -1.02348 -4.63640
H 1.93418 -2.61767 -3.81859
H 3.64787 -1.98559 -3.78503
C -4.14866 0.42692 -1.67134
C -5.45559 0.71582 -2.05025
C -6.34735 1.24680 -1.12512
C -5.91683 1.48843 0.17650
C -4.61307 1.19490 0.56464
C -3.72837 0.66157 -0.36558
N -6.84518 2.07102 1.14806
O -7.98440 2.29791 0.77876
O -6.42358 2.29917 2.26967
H -3.45346 0.01756 -2.39780
H -5.77869 0.52980 -3.06852
H -7.36295 1.46792 -1.43176
H -4.27387 1.37655 1.57824
H -2.70842 0.43194 -0.07308
*
```

Atomic charges from the Löwdin analysis, expressed in e, are listed below:
1 C -0.117
2 C -0.635
3 Cl 0.612
4 C -0.597
5 Cl 0.684
6 C -0.122
7 C -0.140
8 C -0.124
9 C -0.230
10 C -0.546
11 S 0.671
12 N 0.089
13 N -0.463
14 Br 0.915
15 C -0.250
16 C -0.111
17 C -0.484
18 I 1.021
19 H 0.078
20 H 0.103
21 H 0.069
22 H 0.130
23 H 0.085
24 H 0.111
25 H 0.126
26 H 0.068
27 H 0.082
28 H -0.147
29 H 0.088
30 H 0.039
31 H 0.101
32 C -0.077
33 C -0.063
34 C 0.006
35 C -0.139
36 C -0.002
37 C -0.100
38 N -0.349
39 O 0.086
40 O 0.079
41 H 0.102
42 H 0.110
43 H 0.123
44 H 0.116
45 H 0.003

---

Entry from the OMol25 dataset: a molecular structure, C17H18Cl2CoN2O3S (the ωB97M-V functional and the def2-TZVPD basis).

As for the total energy: -3695.1692 Eh. The HOMO-LUMO gap (spin up / spin down) is 7.688 / 7.724 eV. The value obtained for the relative energy (zero: lowest compared OMol25 entry of this formula, charge and spin) is 0.0 kcal per mole. The value obtained for the LUMO energy (spin up / spin down) is 0.29 / 0.29 eV.

ORCA input file:
```
! RIJCOSX wB97M-V def2-TZVPD def2/J DEFGRID3
* xyz 0 2
Co 0.16995 -0.26055 -0.99329
O 0.27944 -2.08256 -1.17242
C 1.15486 -2.87100 -0.61431
C 1.02454 -4.26473 -0.80981
C 1.90928 -5.14946 -0.24660
C 2.98021 -4.70209 0.54050
C 3.13401 -3.35342 0.73796
C 2.24440 -2.41720 0.17905
C 2.49959 -1.02214 0.41343
N 1.74874 -0.07161 -0.01562
N 2.13050 1.23927 0.24784
C 1.24942 2.04012 -0.28632
O 0.22294 1.63767 -0.96867
C 1.41594 3.50534 -0.10678
C 2.46518 4.03007 0.64390
C 2.58375 5.40017 0.80533
C 1.65890 6.25719 0.22152
C 0.61427 5.73798 -0.52877
C 0.49380 4.36608 -0.69337
H 0.19608 -4.60780 -1.41526
H 1.77417 -6.21107 -0.41472
H 3.67256 -5.40722 0.97905
H 3.95881 -2.98237 1.33614
H 3.38338 -0.73687 0.97962
H 3.17778 3.35263 1.09328
H 3.40134 5.80444 1.38816
H 1.75595 7.32778 0.34916
H -0.10476 6.40218 -0.99111
H -0.30743 3.94413 -1.28539
C -2.69763 2.14879 0.12509
S -2.52856 0.46664 0.71643
C -4.21627 -0.05072 0.43542
O -1.76282 -0.29762 -0.33024
H -3.44604 2.64254 0.74452
H -2.99374 2.12834 -0.92346
H -1.73504 2.64640 0.22157
H -4.87453 0.49258 1.11209
H -4.25744 -1.11760 0.64269
H -4.47206 0.13940 -0.60596
Cl -2.56467 -3.47877 -0.46783
C -3.72341 -4.79464 -0.26447
Cl -2.99513 -6.38443 -0.55395
H -4.52766 -4.66386 -0.97850
H -4.09261 -4.78200 0.75406
*
```

Atomic charges from the Löwdin analysis, expressed in e, are listed below:
1 Co 0.666
2 O -0.157
3 C -0.331
4 C -0.029
5 C -0.084
6 C -0.107
7 C -0.060
8 C -0.143
9 C -0.042
10 N -0.076
11 N 0.091
12 C -0.439
13 O -0.138
14 C -0.148
15 C -0.030
16 C -0.082
17 C -0.093
18 C -0.084
19 C -0.038
20 H 0.097
21 H 0.102
22 H 0.095
23 H 0.108
24 H 0.132
25 H 0.106
26 H 0.101
27 H 0.100
28 H 0.100
29 H 0.106
30 C -0.240
31 S 0.911
32 C -0.250
33 O -0.579
34 H 0.062
35 H 0.074
36 H 0.032
37 H 0.060
38 H 0.033
39 H 0.068
40 Cl 0.582
41 C -1.019
42 Cl 0.501
43 H 0.021
44 H 0.021